Record 1
52
Properties=species:S:1:pos:R:3:forces:R:3:nbo_charge:R:1 method="wB97M-V/def2-TZVPD" orbital_gap_ev=8.96 smiles=CCN(CC)CC.CCN(CC)CC.C[SiH3] spin_multiplicity=1 total_charge=0 mol_weight_g_mol=248.531 homo_ha=-0.298
C -1.6541 -1.3431 6.8439 0.02 0.02 0.02 -0.616
C -1.1261 -1.0028 5.4584 0.00 0.02 0.09 -0.212
N -2.1480 -1.0440 4.4284 0.02 -0.01 -0.07 -0.451
C -1.6089 -1.0043 3.0806 0.07 -0.08 -0.13 -0.206
C -0.8697 0.2623 2.6303 -0.01 -0.01 -0.07 -0.635
C -3.3199 -0.2207 4.6704 -0.15 0.04 0.10 -0.216
C -3.1119 1.2853 4.8811 -0.07 0.02 -0.04 -0.639
H -2.1550 -2.3118 6.8420 -0.03 0.01 -0.03 0.211
H -0.8249 -1.3882 7.5511 0.00 -0.01 0.00 0.212
H -2.3539 -0.5932 7.2137 -0.01 0.00 0.00 0.201
H -0.3667 -1.7429 5.1918 0.01 0.03 -0.08 0.195
H -0.6081 -0.0315 5.5059 0.01 -0.01 0.02 0.157
H -2.4234 -1.2063 2.3797 -0.05 0.02 0.05 0.194
H -0.9237 -1.8523 2.9815 0.01 0.00 0.07 0.189
H -1.5531 1.0847 2.4240 0.00 0.03 0.05 0.202
H -0.3251 0.0588 1.7050 -0.01 -0.01 0.00 0.208
H -0.1406 0.5970 3.3688 0.00 -0.01 0.02 0.205
H -3.8357 -0.6208 5.5463 0.05 -0.01 0.03 0.191
H -4.0132 -0.3766 3.8402 0.06 -0.01 -0.06 0.196
H -2.2760 1.4935 5.5502 0.01 -0.02 0.02 0.203
H -4.0057 1.7203 5.3327 0.00 -0.01 0.00 0.211
H -2.9365 1.8124 3.9446 0.08 0.00 0.01 0.203
C -0.3466 0.1636 -4.5946 -0.04 0.00 -0.02 -0.616
C 0.6767 0.9620 -3.8021 -0.12 0.01 -0.04 -0.214
N 2.0194 0.4176 -3.8789 0.04 -0.02 0.08 -0.454
C 2.9317 0.9964 -2.9084 0.05 -0.02 0.13 -0.203
C 3.2718 2.4868 -3.0294 0.07 0.00 0.03 -0.636
C 2.5467 0.2310 -5.2196 0.00 -0.08 -0.17 -0.215
C 2.6250 1.4563 -6.1403 0.08 -0.03 -0.03 -0.639
H -0.3475 -0.8832 -4.2869 0.04 -0.01 -0.02 0.210
H -1.3430 0.5702 -4.4173 -0.01 0.00 0.01 0.214
H -0.1673 0.2078 -5.6694 0.02 -0.01 0.00 0.202
H 0.3739 0.9425 -2.7511 0.09 0.05 0.04 0.195
H 0.6247 2.0156 -4.1196 -0.01 0.00 0.01 0.158
H 3.8590 0.4172 -2.9284 0.00 -0.01 -0.06 0.192
H 2.4992 0.8234 -1.9175 -0.06 0.01 -0.03 0.185
H 3.9527 2.6859 -3.8556 -0.04 0.01 -0.04 0.201
H 3.7663 2.8242 -2.1163 0.00 -0.01 0.00 0.211
H 2.3811 3.1014 -3.1624 -0.02 -0.01 -0.01 0.205
H 1.9403 -0.5310 -5.7149 -0.05 0.02 0.02 0.192
H 3.5398 -0.2156 -5.1276 0.02 0.04 0.07 0.195
H 1.7163 2.0581 -6.0991 -0.02 -0.01 0.01 0.204
H 2.7527 1.1312 -7.1746 0.00 -0.01 0.01 0.212
H 3.4697 2.1000 -5.8995 -0.04 0.05 0.04 0.203
C 0.9794 -2.1710 -0.8434 -0.50 -0.06 -0.01 -1.083
Si -0.9087 -2.2200 -0.7479 0.31 0.02 -0.33 0.863
H 1.2693 -2.5283 -1.8277 0.17 0.04 -0.10 0.248
H 1.4640 -2.7914 -0.0958 0.02 -0.05 0.10 0.241
H 1.3219 -1.1460 -0.7353 0.14 0.08 0.02 0.239
H -1.4474 -2.9225 -1.9342 -0.02 -0.06 0.01 -0.171
H -1.4112 -2.9231 0.4476 -0.02 0.08 0.11 -0.167
H -1.4297 -0.8351 -0.8204 -0.09 -0.02 0.16 -0.174

=====

Record 2
59
Properties=species:S:1:pos:R:3:forces:R:3:nbo_charge:R:1 method="wB97M-V/def2-TZVPD" orbital_gap_ev=6.12 spin_multiplicity=1 total_charge=0 mol_weight_g_mol=365.404 homo_ha=-0.251
C 1.3492 5.9034 -0.0962 0.37 -0.40 1.73 -0.915
P 0.7517 4.3746 -1.1392 0.16 0.88 -0.78 0.770
C -1.1282 4.2671 -0.7507 -0.80 0.08 1.02 -0.956
C 1.6932 2.8997 -0.3745 -0.24 -1.36 1.86 -0.579
C 0.9285 1.4755 -0.1028 3.81 -1.48 0.86 0.250
N 1.9475 0.5492 0.1573 -2.12 2.66 -0.69 -0.494
C 3.3647 1.1504 0.0505 0.19 1.57 -0.37 -0.253
C 3.0334 2.3043 -1.1082 -0.20 -1.05 0.46 -0.285
C 4.2364 3.3120 -1.5828 5.49 3.01 -3.36 0.710
O 4.4112 4.5800 -1.1767 -2.29 -6.21 -0.79 -0.704
O 5.2044 2.8056 -2.5950 -5.60 1.07 5.36 -0.808
H 1.9734 5.4837 0.8290 -1.19 0.99 -1.96 0.229
H 0.4106 6.4385 0.3753 1.89 -0.84 -1.18 0.218
H 2.0639 6.6137 -0.6917 -1.61 -1.50 1.04 0.275
H -1.4269 3.2212 -0.2972 0.42 2.13 -1.17 0.246
H -1.3931 5.0803 0.0516 0.40 -1.51 -1.48 0.224
H -1.7291 4.5343 -1.7419 1.34 -0.84 2.19 0.245
H 2.0197 3.2586 0.7149 -0.51 -0.86 -1.98 0.256
H -0.2127 1.1836 -0.0986 2.39 0.62 0.00 0.302
H 1.8250 -0.4735 0.3998 -0.12 1.31 -0.22 0.469
H 3.6149 1.7309 1.0622 -0.54 -1.41 -2.06 0.218
H 4.1953 0.3764 -0.2395 -2.15 1.43 0.72 0.288
H 2.6703 1.6250 -1.9915 0.89 1.66 1.25 0.235
C 5.0718 -2.1396 -2.3998 0.13 0.09 -0.09 -0.241
O 4.6734 -1.0141 -1.6392 0.12 0.29 0.04 -0.756
H 4.4709 -3.0016 -2.1005 0.05 0.18 0.02 0.174
H 4.9118 -1.9380 -3.4619 0.08 -0.21 -0.04 0.171
H 6.1274 -2.3516 -2.2132 -0.02 -0.21 -0.15 0.167
H 5.2234 -0.2656 -1.9267 -0.29 -0.03 -0.03 0.494
C -1.4137 0.3750 2.8020 0.06 -0.05 0.23 -0.253
O -1.7287 1.4727 1.9654 -0.10 0.68 -0.13 -0.739
H -1.3069 -0.5215 2.1869 -0.09 0.15 0.05 0.192
H -0.4733 0.5709 3.3230 0.01 -0.22 0.12 0.164
H -2.2187 0.2242 3.5254 0.13 -0.24 0.06 0.171
H -1.8173 2.2530 2.5387 0.02 -0.36 -0.44 0.472
C 1.0358 -3.4665 1.4405 -0.14 -0.29 0.22 -0.241
O 1.2361 -2.2451 0.7532 -0.32 0.68 -0.59 -0.752
H 1.8989 -3.6588 2.0821 -0.10 0.14 -0.18 0.190
H 0.1356 -3.3960 2.0560 0.06 -0.17 0.02 0.176
H 0.9333 -4.2797 0.7179 0.00 -0.10 0.17 0.172
H 0.4549 -2.1013 0.1924 0.32 -0.17 0.27 0.476
C -2.8452 -4.2157 2.2750 -0.23 0.01 -0.09 -0.244
O -2.6449 -2.9943 1.5877 -0.03 0.40 -0.40 -0.747
H -1.9821 -4.4080 2.9166 -0.09 0.10 -0.12 0.177
H -3.7454 -4.1452 2.8905 0.05 -0.23 0.07 0.172
H -2.9477 -5.0289 1.5524 -0.02 -0.19 0.18 0.162
H -3.4261 -2.8504 1.0269 0.27 -0.13 0.34 0.480
C -2.0722 0.8401 -2.6350 -0.14 -0.02 -0.20 -0.249
O -1.9087 1.0807 -1.2495 -0.41 -0.17 0.53 -0.742
H -1.0905 0.8432 -3.1145 -0.13 0.04 0.14 0.193
H -2.5446 -0.1341 -2.7834 0.03 0.02 -0.24 0.164
H -2.6913 1.6274 -3.0720 0.07 -0.09 -0.21 0.174
H -2.7956 1.0721 -0.8513 0.59 0.07 0.02 0.481
C -6.0675 -5.1772 0.4126 -0.10 -0.11 -0.19 -0.248
O -5.7626 -3.8107 0.6222 0.15 0.69 -0.27 -0.738
H -5.7417 -5.7515 1.2831 -0.03 0.19 -0.11 0.186
H -7.1462 -5.2953 0.2839 0.05 -0.24 0.00 0.170
H -5.5422 -5.5366 -0.4757 -0.08 -0.25 0.04 0.165
H -6.0629 -3.3267 -0.1659 0.14 -0.21 0.51 0.468

=====

Record 3
56
Properties=species:S:1:pos:R:3:forces:R:3:nbo_charge:R:1 method="wB97M-V/def2-TZVPD" orbital_gap_ev="7.32 / 7.48" spin_multiplicity=4 total_charge=0 mol_weight_g_mol=339.369 homo_ha="-0.280 / -0.287"
V 2.6331 9.1484 -16.0410 -1.00 1.03 -4.46 1.566
O 2.5574 10.3450 -19.2430 -0.49 -0.16 -0.80 -0.846
H 3.2725 9.9594 -18.6660 0.69 0.00 1.20 0.567
H 1.6792 10.3579 -18.7685 0.20 -0.04 0.52 0.595
H 2.8172 11.2413 -19.5692 -0.30 -0.09 -0.20 0.546
C 1.1152 12.9806 -17.9199 -0.80 -0.23 -0.25 -0.623
C 1.5788 12.2115 -16.6789 1.53 0.07 0.62 0.100
C 1.0161 12.8202 -15.4180 -1.63 1.09 0.57 -0.624
O 1.3626 10.8367 -16.7279 0.76 -1.22 0.12 -0.979
H 1.5357 12.5631 -18.8343 -0.26 -0.15 0.08 0.184
H 1.3933 14.0353 -17.9853 0.18 0.01 0.61 0.204
H 0.0223 12.9511 -17.9677 -0.02 -0.13 -0.23 0.201
H 2.6592 12.4467 -16.6417 0.30 -0.29 0.04 0.115
H 1.2281 12.3806 -14.4416 0.68 -0.42 -0.32 0.202
H -0.0827 12.8050 -15.4293 -0.04 -0.23 -0.30 0.197
H 1.2221 13.8928 -15.3272 0.37 -0.04 -0.12 0.196
C 6.5394 9.6012 -18.1165 0.17 0.46 0.43 -0.625
C 5.6277 10.0850 -16.9639 0.00 -1.68 0.67 0.122
C 5.9441 11.4756 -16.4319 -0.09 0.42 -0.98 -0.628
O 4.2989 9.8206 -17.3010 -1.88 0.14 0.57 -1.006
H 7.5335 10.0388 -17.9941 0.11 -0.22 -0.10 0.198
H 6.1827 9.8629 -19.1157 -0.26 0.35 0.15 0.195
H 6.6095 8.5142 -18.1244 0.03 0.00 0.17 0.217
H 5.8159 9.4256 -16.0984 0.57 -0.15 -0.10 0.119
H 7.0072 11.5825 -16.2077 0.07 -0.09 -0.20 0.206
H 5.4316 11.7615 -15.5131 -0.39 -0.24 -0.14 0.206
H 5.6743 12.1691 -17.2367 0.09 0.38 0.26 0.192
C 1.0283 6.9416 -19.8099 -0.41 -0.01 0.05 -0.634
C 1.9087 6.8306 -18.5509 1.29 -0.35 -0.96 0.138
C 3.4093 6.7265 -18.9967 -0.64 -0.05 0.32 -0.634
O 1.7100 7.8084 -17.6110 0.56 1.55 1.55 -0.994
H -0.0292 6.8862 -19.5356 -0.03 0.01 0.01 0.197
H 1.2379 6.1197 -20.4987 -0.03 -0.21 0.19 0.201
H 1.1661 7.8344 -20.4281 0.28 0.28 0.40 0.187
H 1.7260 5.8346 -18.1248 -0.41 -0.16 0.05 0.117
H 3.8951 6.3272 -18.1049 0.64 0.48 -0.10 0.197
H 3.7791 7.6938 -19.3403 0.18 0.10 0.46 0.192
H 3.6312 6.0348 -19.8137 -0.43 -0.22 0.02 0.194
C 4.4695 14.0749 -19.6293 0.43 1.04 0.53 -0.646
C 4.4916 12.9231 -20.6449 0.55 1.81 1.38 -0.079
O 3.1409 12.4933 -20.7255 0.28 -1.03 -0.42 -0.754
H 4.1544 13.8085 -18.6178 -0.24 -0.58 -0.21 0.221
H 3.7942 14.8796 -19.9329 -0.20 -0.23 -0.27 0.205
H 5.4006 14.6191 -19.4335 0.34 -0.46 -0.49 0.217
H 5.1649 12.1496 -20.2735 -0.51 -0.45 -0.06 0.190
H 4.9417 13.2821 -21.5718 -0.49 -0.18 -0.30 0.181
H 2.6494 12.9780 -21.3918 0.03 0.05 0.00 0.500
C -1.7990 10.5300 -21.5283 0.11 0.59 0.66 -0.634
C -1.6625 10.7891 -20.0246 0.82 -0.33 -0.43 -0.061
O -0.4573 10.1327 -19.5913 -0.31 0.06 -0.24 -0.730
H -2.6330 11.0600 -21.9893 -0.23 -0.30 0.10 0.213
H -1.8618 9.4477 -21.6450 -0.13 0.06 -0.50 0.200
H -0.8965 10.9292 -21.9921 0.08 -0.30 -0.15 0.208
H -2.4885 10.3551 -19.4578 -0.22 0.45 0.01 0.167
H -1.4933 11.8470 -19.8290 -0.38 -0.02 0.23 0.177
H -0.5535 9.2434 -19.9538 0.49 -0.17 0.37 0.467

=====

Record 4
61
Properties=species:S:1:pos:R:3:forces:R:3:nbo_charge:R:1 method="wB97M-V/def2-TZVPD" orbital_gap_ev="2.51 / 7.18" spin_multiplicity=3 total_charge=0 mol_weight_g_mol=470.920 homo_ha="-0.079 / -0.308" relative_energy_kcal_mol=0.0
Cu 4.2859 -15.0516 11.8614 -0.32 0.61 -0.54 1.416
Br 2.1700 -13.7984 13.2316 0.68 -0.48 -0.42 -0.857
C 6.8407 -15.8462 9.9804 2.28 0.12 -0.98 0.530
O 5.8669 -15.4427 10.4980 -5.22 2.91 3.88 -0.801
N 8.0046 -15.2685 9.9652 1.88 1.71 0.52 -0.994
N 6.7954 -16.9499 9.3533 0.00 -5.58 -3.73 -0.856
H 8.0859 -14.4241 10.5133 0.55 0.33 -0.25 0.346
H 8.7299 -15.6536 9.3772 0.52 0.31 0.19 0.337
H 5.9242 -17.4391 9.2053 -0.08 0.31 0.34 0.404
H 7.4983 -17.1352 8.6521 0.16 -0.25 0.14 0.351
C 4.2922 -19.1836 13.6109 0.64 -1.01 0.58 -0.652
C 4.4386 -18.2559 12.4080 0.81 -2.54 -2.43 -0.081
C 3.7674 -18.8741 11.0933 -0.09 0.75 -0.04 -0.057
O 4.0156 -18.0005 9.9801 -0.96 -0.53 -1.51 -0.587
C 3.1568 -18.3280 8.8054 1.11 1.08 0.70 -0.298
N 3.9269 -16.9723 12.6918 -0.95 0.48 -0.93 -0.928
H 3.2821 -19.5012 13.8694 -0.33 0.10 -0.58 0.214
H 4.6498 -18.8196 14.5742 0.18 0.93 -0.20 0.222
H 4.8987 -20.0872 13.5493 -0.13 -0.24 -0.60 0.227
H 5.4538 -18.1668 12.0213 0.53 0.00 0.71 0.210
H 2.6903 -18.9589 11.2366 -0.36 0.01 0.17 0.157
H 4.1113 -19.8218 10.6787 0.35 -0.52 1.19 0.194
H 3.3896 -19.2521 8.2762 -0.20 -0.53 0.80 0.206
H 3.3731 -17.5947 8.0285 0.26 0.39 0.24 0.200
H 2.1189 -18.1509 9.0871 -0.16 -0.68 -0.03 0.186
H 4.2773 -16.7153 13.6035 -0.38 0.11 0.46 0.426
H 2.9500 -17.1815 12.8400 -0.68 0.94 0.20 0.377
C 2.0672 -14.6549 8.1065 0.23 0.53 -1.17 -0.627
C 3.1974 -14.5104 9.1249 -2.05 0.69 -0.48 -0.081
C 3.2574 -13.0711 9.7000 -1.15 -1.87 -0.07 -0.079
O 4.3496 -13.0502 10.5419 1.27 1.33 0.12 -0.565
C 4.6961 -11.7235 10.8905 1.69 0.21 1.05 -0.273
N 2.9599 -15.4863 10.1720 0.95 -0.03 1.81 -0.866
H 2.2973 -14.0270 7.2458 0.17 -0.10 -0.30 0.216
H 1.0511 -14.3406 8.3452 0.11 -0.06 0.85 0.218
H 2.0235 -15.6855 7.7542 -0.05 -0.02 -0.06 0.200
H 4.1072 -14.8287 8.6160 0.28 0.46 0.25 0.219
H 2.4187 -12.9127 10.3779 -0.78 -0.03 -0.36 0.204
H 3.2227 -12.3101 8.9205 0.51 0.03 -0.12 0.186
H 5.5743 -11.8170 11.5293 0.00 -0.09 0.25 0.184
H 3.9867 -11.1226 11.4597 -0.68 -0.50 -0.11 0.192
H 5.0905 -11.1077 10.0822 -0.42 -0.31 -0.67 0.181
H 2.0271 -15.5417 10.5553 -0.41 0.89 0.04 0.394
H 3.1178 -16.4175 9.8142 0.69 0.10 0.34 0.410
C 8.0677 -15.1807 14.0340 0.48 -1.47 0.12 -0.711
C 6.6003 -15.5483 13.8278 0.44 0.21 1.03 -0.091
C 5.9134 -15.9294 15.1477 0.01 -0.16 -0.60 -0.068
O 4.5087 -16.0926 14.9890 0.43 0.59 0.29 -0.562
C 3.8065 -15.9707 16.1837 -0.45 1.83 1.11 -0.258
N 6.0155 -14.3599 13.1739 -1.76 -1.64 -0.58 -0.878
H 8.5173 -15.1416 13.0418 0.09 0.58 -0.07 0.218
H 8.6379 -15.9925 14.4856 -0.07 -0.16 0.38 0.217
H 8.2503 -14.2814 14.6223 -0.24 0.11 -0.20 0.211
H 6.5519 -16.4390 13.2014 -0.04 0.31 -0.57 0.201
H 6.1808 -15.1558 15.8675 -0.35 -0.04 0.42 0.183
H 6.2185 -16.9246 15.4711 0.97 0.17 0.24 0.188
H 4.1892 -15.0612 16.6469 0.20 0.01 0.57 0.176
H 3.8828 -16.7764 16.9139 0.19 -0.42 -0.34 0.173
H 2.7712 -15.6605 16.0421 -0.12 -0.67 -0.65 0.226
H 6.7303 -14.0869 12.5146 -0.06 0.58 -0.50 0.378
H 5.8696 -13.6195 13.8453 -0.14 0.20 0.08 0.393